Computed, not measured: a 13-piece molecular cluster, C42H91NO38S7 overall in a non-equilibrium geometry, with wB97M-V/def2-TZVPD.

Values from the calculation:
LUMO (spin up / spin down): 0.0465 / 0.0465 hartree
Kohn-Sham gap (spin up / spin down): 2.90 / 6.95 eV
Spin multiplicity: 2
Strongest force on any atom: 0.1317 hartree/bohr
Expectation value of S²: 0.76
E: -200161.4412 eV
Total charge: -1

The geometry in XYZ format:
```
179
Properties=species:S:1:pos:R:3:mulliken_charge:R:1
C -1.69469 -2.35071 4.40352 -0.629
O -0.38602 -2.84254 4.71883 -0.347
C 0.22368 -3.65639 3.88507 0.934
O -0.23373 -3.97818 2.77317 -0.418
O 1.15559 -4.21605 4.58055 -0.367
C 2.07335 -5.07442 3.88611 -0.637
H -1.66463 -1.40717 3.85859 0.173
H -2.18200 -2.32816 5.37827 0.292
H -2.34555 -3.00374 3.82212 0.319
H 1.60968 -5.85075 3.27748 0.274
H 2.82510 -5.41830 4.59655 0.325
H 2.67616 -4.51034 3.17440 0.235
C 3.49959 1.58747 4.01853 -0.999
O 3.26621 1.71877 2.66939 0.514
C 2.76067 2.82600 2.15604 0.559
O 2.27944 3.79014 2.78172 -0.699
O 2.78692 2.73440 0.88656 -0.063
C 2.14096 3.70436 0.05074 -0.550
H 2.86392 2.18451 4.67243 0.434
H 4.54387 1.86251 4.16666 0.288
H 3.28238 0.55766 4.30209 0.186
H 2.44428 3.47343 -0.97042 0.227
H 2.55545 4.67136 0.33570 0.426
H 1.05377 3.74765 -0.01440 -0.071
C 6.68126 -3.65559 -3.17795 -0.501
O 6.22365 -2.36844 -2.83159 -0.321
C 4.99923 -1.85779 -3.14971 0.734
O 4.21240 -2.31796 -3.88872 -0.558
O 4.96195 -0.72785 -2.50829 -0.167
C 3.68313 -0.04823 -2.32801 -0.213
H 6.03132 -4.42674 -2.76444 0.119
H 7.63232 -3.82020 -2.67148 0.212
H 6.73573 -3.68291 -4.26624 0.290
H 3.78476 0.89218 -1.78632 0.127
H 3.03379 -0.67943 -1.72137 0.020
H 3.20615 0.14118 -3.28964 0.339
C -2.79927 1.42284 8.94332 -0.641
O -1.45929 1.24176 8.45649 -0.336
C -1.16107 0.17755 7.71140 0.837
O -1.85481 -0.82409 7.44837 -0.638
O -0.00539 0.52809 7.18767 -0.328
C 0.77859 -0.32358 6.40906 -0.189
H -3.17204 2.36833 8.54939 0.223
H -2.84307 1.39361 10.03205 0.240
H -3.38479 0.58715 8.56003 0.328
H 1.75329 0.08351 6.14011 0.115
H 0.16943 -0.60239 5.54924 0.015
H 1.03462 -1.22920 6.95897 0.374
C -0.33045 5.96015 1.53898 -0.606
O -1.03810 5.08233 0.72670 -0.075
C -2.31254 5.37578 0.35002 0.407
O -2.87704 6.48842 0.45615 -0.655
O -2.82447 4.24007 -0.25022 0.096
C -4.14961 4.20953 -0.87892 -0.741
H -0.82455 6.19883 2.48079 0.307
H -0.11407 6.90161 1.03408 0.323
H 0.62403 5.48091 1.75663 0.063
H -4.87213 4.53999 -0.13269 0.426
H -4.39740 3.16093 -1.04359 0.031
H -4.36159 4.69559 -1.83124 0.364
C -5.35078 5.33522 4.59429 -0.513
C -4.30747 5.08601 5.44480 -0.339
C -3.32999 4.15976 5.13889 -0.837
C -3.55864 3.42677 3.92817 -0.492
C -4.58210 3.75958 3.13926 0.299
C -5.54252 4.64771 3.45248 -0.532
N -2.51603 2.39524 3.51961 0.872
O -1.75072 1.92040 4.33895 -0.802
O -2.65198 1.95129 2.40479 -0.515
H -6.15836 5.94413 4.97303 0.296
H -4.25630 5.62604 6.37869 0.384
H -2.47024 3.91790 5.74613 0.507
H -4.65563 3.30371 2.16296 0.371
H -6.34709 4.77267 2.74292 0.376
O 6.08179 2.79968 1.69966 -0.641
S 6.61582 1.66092 0.89768 1.224
O 7.14698 1.92910 -0.41228 -0.605
O 7.76007 0.89226 1.85427 -0.369
C 7.37499 0.70469 3.22128 0.177
C 8.61124 0.05616 3.90994 -1.496
C 5.23427 0.32626 0.83557 -0.216
H 6.43158 0.19840 3.42558 0.234
H 7.35314 1.70331 3.65760 0.256
H 8.72352 -0.99411 3.64084 0.365
H 8.46621 -0.03085 4.98675 0.419
H 9.55062 0.59781 3.79911 0.346
H 5.62105 -0.45573 0.18213 0.625
H 4.42835 0.77260 0.25302 -0.620
H 4.88716 -0.04199 1.80098 0.185
O 2.79616 -5.89290 0.83889 -0.479
S 3.43549 -5.61036 -0.46921 1.080
O 4.87720 -5.66985 -0.77737 -0.629
O 2.55211 -6.64371 -1.56247 -0.304
C 3.01150 -6.68924 -2.90385 0.015
C 1.79533 -7.32439 -3.67006 -1.266
C 2.74316 -4.04212 -1.06207 -0.301
H 3.93190 -7.25811 -3.03551 0.303
H 3.08976 -5.66238 -3.26098 0.144
H 2.02335 -7.34497 -4.73574 0.421
H 0.93344 -6.66387 -3.57549 0.232
H 1.61931 -8.36277 -3.38919 0.312
H 1.73256 -4.24772 -1.41493 0.299
H 3.26322 -3.78083 -1.98369 -0.220
H 2.98661 -3.39658 -0.21820 0.373
O -3.92705 -0.17891 -1.86950 -0.130
S -5.27943 -0.14456 -1.42487 0.759
O -5.53764 0.03772 0.04712 -0.660
O -6.05647 0.98583 -2.34033 0.146
C -7.31125 1.56212 -1.87693 -0.430
C -7.69354 2.73894 -2.80708 -1.183
C -6.20833 -1.58969 -2.08568 -1.056
H -7.12221 1.70750 -0.81335 0.428
H -8.12180 0.84404 -1.75241 0.338
H -8.54233 3.29618 -2.41067 0.406
H -7.97572 2.38560 -3.79886 0.321
H -6.92155 3.50508 -2.87878 0.231
H -7.19415 -1.49268 -1.63086 0.448
H -5.66349 -2.45630 -1.71119 0.310
H -6.24203 -1.46041 -3.16746 0.250
O 2.93779 1.19191 -8.14168 -0.608
S 3.82625 1.52448 -6.98218 1.048
O 4.94261 2.53725 -7.08021 -0.620
O 2.86762 1.88277 -5.63245 -0.098
C 2.11873 3.05682 -5.54365 -0.531
C 0.72449 2.77255 -4.98486 -0.785
C 4.52974 -0.05051 -6.31827 -0.815
H 1.93015 3.36209 -6.57290 0.425
H 2.62126 3.84890 -4.98852 0.217
H 0.11321 2.07004 -5.55136 0.289
H 0.04091 3.62086 -5.01933 0.508
H 0.76759 2.62269 -3.90608 -0.019
H 3.66378 -0.59802 -5.94619 0.210
H 5.24675 0.11923 -5.51504 0.249
H 4.93002 -0.64260 -7.14125 0.503
O 0.52234 -2.15773 -0.01938 -0.319
S 0.98506 -0.87601 0.52261 -0.013
O 2.36536 -0.61210 0.91577 -0.104
O 0.56370 0.29515 -0.58363 0.576
C -0.79814 0.30337 -0.98027 -0.118
C -1.18856 1.81686 -1.08423 0.020
C 0.02370 -0.32373 1.97245 -0.925
H -1.46091 -0.10441 -0.21702 0.026
H -0.88317 -0.26928 -1.90383 0.091
H -2.17883 1.88336 -1.53484 -0.391
H -0.49229 2.33931 -1.74026 -0.206
H -1.09422 2.30475 -0.11409 0.178
H 0.27654 -0.91529 2.85236 0.305
H -1.00922 -0.61546 1.78252 0.112
H 0.16764 0.73249 2.20003 0.204
O -2.34244 -7.36984 -1.18567 -0.727
S -1.62074 -6.14455 -0.92172 1.227
O -1.10415 -5.36165 -2.07304 -0.650
O -2.62697 -5.15366 -0.12325 -0.437
C -2.43573 -3.76492 -0.32702 1.189
C -3.51280 -3.07165 0.45294 -1.498
C -0.37789 -6.40854 0.38977 -0.536
H -2.65305 -3.42867 -1.34083 0.153
H -1.44560 -3.43877 -0.00867 -0.177
H -4.49818 -3.37745 0.10135 0.288
H -3.70073 -2.00787 0.30747 0.339
H -3.50562 -3.30459 1.51774 0.126
H -0.99530 -7.01704 1.05055 0.410
H -0.18401 -5.38769 0.71896 -0.009
H 0.44975 -6.97011 -0.04354 0.295
O -3.10517 3.68835 -4.28588 -0.493
S -3.26714 3.07418 -5.59952 1.051
O -2.91136 3.78308 -6.80101 -0.618
O -2.29972 1.68718 -5.62162 -0.470
C -2.39941 0.82984 -4.48197 0.920
C -2.84092 -0.61409 -4.83696 -1.080
C -4.92943 2.34725 -5.60550 -0.673
H -3.01146 1.16595 -3.64500 -0.091
H -1.44304 0.86838 -3.96045 -0.055
H -3.84796 -0.76840 -5.22445 0.238
H -2.72376 -1.20741 -3.93013 0.081
H -2.16304 -0.91695 -5.63499 0.448
H -5.54233 3.14326 -6.02838 0.478
H -5.20847 2.22977 -4.55839 -0.014
H -4.91460 1.43382 -6.20010 0.332
```